i | 6 unconnected molecules or ions with the total composition CH14O6, computed with wB97M-V/def2-TZVPD.

Geometry as XYZ:
```
21
CH14O6 wB97M-V/def2-TZVPD
C 1.643 1.288 0.295
O 0.260 1.729 0.248
H 2.202 2.217 0.207
H 1.829 0.628 -0.545
H 1.873 0.758 1.215
H 0.203 2.337 0.986
O -0.380 -1.538 1.997
H -1.229 -1.965 1.865
H 0.252 -2.242 1.742
O 0.307 -3.269 -0.155
H -0.174 -2.525 -0.572
H 0.991 -3.515 -0.789
O -0.824 -1.241 -2.272
H -1.695 -1.134 -2.625
H -0.459 -0.349 -2.285
O -1.038 1.186 2.718
H -0.760 0.431 2.176
H -1.872 1.520 2.382
O -0.448 1.553 -2.343
H -0.450 2.376 -2.843
H -0.232 1.755 -1.402
```

Output
- Charge: 0
- Gap between HOMO and LUMO: 11.28 eV
- Molecular weight: 122.1 g/mol
- SMILES: CO.O.O.O.O.O
- LUMO energy: 0.022 hartree

ii | 6 unconnected molecules or ions with the total composition CH14O6, computed with wB97M-V/def2-TZVPD.

Geometry as XYZ:
```
21
CH14O6 wB97M-V/def2-TZVPD
C -0.159 -0.335 -1.976
O -0.677 0.547 -0.978
H -0.486 0.067 -2.965
H 0.906 -0.400 -1.796
H -0.623 -1.320 -1.950
H -1.563 0.188 -0.742
O -1.007 -2.167 1.689
H -0.975 -1.971 2.619
H -0.087 -2.298 1.426
O 1.931 -1.743 1.039
H 2.131 -1.000 0.473
H 2.517 -2.468 0.801
O 2.410 1.444 0.770
H 2.818 2.310 0.851
H 1.557 1.596 0.339
O -2.846 -0.838 0.079
H -2.387 -1.421 0.707
H -3.328 -0.195 0.623
O 0.322 3.411 -0.351
H -0.334 3.944 0.100
H -0.121 2.649 -0.756
```

Output
- Charge: 0
- Gap between HOMO and LUMO: 10.76 eV
- Molecular weight: 122.1 g/mol
- SMILES: CO.O.O.O.O.O
- LUMO energy: 0.022 hartree

Tell me which of them is the most stable. Sure, it is ii.